C16H16O12Tl | ωB97M-V/def2-TZVPD

The HOMO-LUMO gap is 0.92 eV.

```
! wB97M-V def2-TZVPD RIJCOSX def2/J DEFGRID3
* xyz -1 1
Tl 0.40430 -0.77402 -1.26041
C -0.31318 6.93104 1.44573
C -0.07969 5.75491 0.52871
C 0.31143 6.11168 -0.93293
O 0.40191 5.15447 -1.68374
C 0.54093 7.53461 -1.32777
C 0.33475 8.52344 -0.45207
C -0.18749 8.18307 0.94124
O -0.49301 9.04138 1.82950
O 0.79965 9.64171 -0.83064
O -0.26338 4.58155 0.82664
H -0.60656 6.68483 2.45553
H 1.11671 7.76292 -2.21251
C -4.62658 -6.98408 -2.17851
C -3.42249 -6.16236 -1.98651
C -2.38602 -6.77206 -0.97003
O -1.46199 -6.01691 -0.68589
C -2.54758 -8.12624 -0.51996
C -3.66159 -8.83514 -0.78288
C -4.77257 -8.19318 -1.55149
O -5.92367 -8.78608 -1.80772
O -3.65765 -10.09019 -0.38525
O -3.17911 -4.98045 -2.30912
H -5.47429 -6.47190 -2.60916
H -1.79291 -8.52039 0.14452
C -0.80803 -1.17653 4.53371
C -2.29172 -1.11925 3.99737
O -2.48302 -1.51942 2.66751
O 0.24109 -1.42830 3.60433
H -0.82249 -1.85357 5.38781
H -0.65298 -0.19641 4.98474
H -2.67425 -0.12299 4.21924
H -2.89633 -1.80085 4.59569
H -3.39609 -1.76294 2.49839
H 0.96370 -1.88538 4.04081
C 5.92028 1.66157 -3.11469
C 5.64528 2.12745 -1.69986
O 5.06036 1.20132 -0.91736
O 4.66325 1.28624 -3.75218
H 6.53785 0.76345 -3.10667
H 6.50255 2.45449 -3.58409
H 4.83687 2.85032 -1.80948
H 6.44178 2.70196 -1.22696
H 5.82812 0.71761 -0.60406
H 4.32389 1.90862 -4.39955
*
```

---

C16H17AuClIN2O2 | ωB97M-V/def2-TZVPD

The HOMO-LUMO gap is 3.37 eV.

```
! wB97M-V def2-TZVPD RIJCOSX def2/J DEFGRID3
* xyz -2 1
Au -0.38041 0.36591 0.78011
I -2.11993 -1.30691 -1.93508
C -2.88784 0.38532 -1.01195
C -4.17297 0.80113 -1.33582
C -4.69604 1.94246 -0.75528
C -3.84848 2.66571 0.08494
C -2.57990 2.20625 0.33518
N -2.07648 1.03335 -0.15086
H -4.74809 0.21952 -2.04165
H -5.70750 2.26531 -0.96431
H -4.16771 3.59664 0.53631
H -1.89405 2.75873 0.96122
C 2.62795 -0.83789 3.56177
C 1.78239 -1.08621 2.29551
C 0.85824 -2.29432 2.58031
C 2.74254 -1.49545 1.15790
N 1.04644 0.10582 2.00527
H 3.17380 -1.73931 3.87349
H 1.97428 -0.50848 4.37431
H 3.34742 -0.04022 3.35875
H 1.42231 -3.18154 2.90899
H 0.30659 -2.53447 1.66887
H 0.14003 -2.01760 3.35651
H 3.23557 -2.45603 1.37274
H 3.51677 -0.73075 1.04204
H 2.19255 -1.56856 0.21992
Cl 1.26228 4.40499 -5.28225
C 1.38624 2.80640 -4.54096
C 2.02599 1.79343 -5.23632
C 2.14176 0.54653 -4.63365
C 1.62188 0.30698 -3.36501
C 0.97366 1.34065 -2.70141
C 0.85499 2.59979 -3.28081
C 1.77518 -1.07947 -2.70769
O 2.60238 -1.83963 -3.26507
O 1.04581 -1.27535 -1.71650
H 2.42704 1.98324 -6.22425
H 2.65225 -0.27301 -5.12414
H 0.57733 1.14676 -1.70890
H 0.35442 3.40737 -2.76164
*
```

---

C16H17Br2I3O2 | ωB97M-V/def2-TZVPD

The HOMO-LUMO gap is 7.27 eV.

```
! wB97M-V def2-TZVPD RIJCOSX def2/J DEFGRID3
* xyz 0 1
C -4.05123 1.21941 -1.25467
C -3.20705 1.39294 -2.63849
I -4.38337 2.15612 -4.38069
C -1.72315 1.10240 -2.76993
I -0.96452 1.61252 -4.78686
C -0.79513 0.51509 -1.50505
I -1.55755 -1.34128 -0.63176
C 0.73868 0.17739 -2.00833
C 1.53064 -1.02550 -1.25077
C 2.40169 -0.95825 0.13288
C 3.21916 -2.24602 0.80223
C 3.20570 -3.71962 0.05195
C 4.00878 -4.95605 0.78726
C 2.38779 -3.81845 -1.36971
C 1.57237 -2.52370 -2.00247
O -0.68363 1.66246 -0.60595
C -0.77708 1.39254 0.80930
O 0.11803 0.71350 1.58072
C -1.98964 2.05206 1.76244
Br -3.22219 0.55794 2.28093
C -1.35142 2.64249 3.18580
C -0.13042 3.71328 2.96767
Br -2.80530 3.62192 4.21214
H -5.16140 1.62305 -1.44306
H -3.59709 1.96669 -0.47692
H -4.19947 0.12563 -0.87135
H 0.80720 -0.13528 -3.15872
H 1.38294 1.17269 -1.91347
H 2.48020 0.05207 0.71585
H 3.80007 -2.10848 1.83197
H 3.85534 -4.80014 1.96060
H 5.15677 -5.01334 0.49034
H 3.43024 -5.97029 0.53826
H 2.40683 -4.86158 -1.92504
H 0.99245 -2.64981 -3.03379
H -2.54917 2.92694 1.17573
H -0.95712 1.77812 3.87708
H 0.36845 3.99482 4.01500
H 0.71546 3.20048 2.34164
H -0.47286 4.75525 2.50722
*
```

---

C16H17ClN2O2 | ωB97M-V/def2-TZVPD

Its SMILES is O=C(c1cccc(Cl)c1)[C@@H]1CCCN(Cc2ccon2)C1. The HOMO-LUMO gap is 9.18 eV.

```
! wB97M-V def2-TZVPD RIJCOSX def2/J DEFGRID3
* xyz 0 1
O -2.46445 1.66628 0.69021
C -1.79675 0.66138 0.62364
C -0.98298 0.21038 1.79203
C -1.02243 -1.08089 2.30838
C -0.25366 -1.41128 3.41052
C 0.57199 -0.47178 4.00291
C 0.60120 0.81667 3.49211
Cl 1.61588 2.00399 4.22959
C -0.17795 1.16716 2.40351
C -1.71947 -0.13804 -0.66368
C -2.87159 -1.15202 -0.75191
C -2.79205 -1.88858 -2.08644
C -1.40758 -2.52975 -2.23753
N -0.31286 -1.58563 -2.13162
C -0.12625 -0.74561 -3.30271
C 1.21722 -0.10250 -3.25983
C 2.46856 -0.72757 -3.00904
C 3.35599 0.29964 -3.09441
O 2.70822 1.43520 -3.37008
N 1.38528 1.17682 -3.46621
C -0.37568 -0.85519 -0.88064
H -1.67552 -1.82245 1.87651
H -0.29557 -2.41194 3.81359
H 1.17918 -0.72931 4.85616
H -0.16530 2.17555 2.01998
H -1.86647 0.59259 -1.46788
H -3.82584 -0.63094 -0.65459
H -2.79714 -1.87760 0.06044
H -3.55952 -2.66243 -2.13370
H -2.96623 -1.18977 -2.90669
H -1.32957 -3.04581 -3.19705
H -1.26789 -3.27084 -1.44300
H -0.88000 0.04598 -3.42391
H -0.17013 -1.39415 -4.18388
H 2.64646 -1.75946 -2.79839
H 4.42076 0.35898 -2.98867
H 0.43947 -0.12804 -0.86154
H -0.20283 -1.57783 -0.07795
*
```

---

C16H17DyN4O6 | ωB97M-V/def2-TZVPD

The HOMO-LUMO gap (alpha / beta) is 8.38 / 8.41 eV.

```
! wB97M-V def2-TZVPD RIJCOSX def2/J DEFGRID3
* xyz 2 6
Dy -0.27618 -0.59835 0.83628
O 2.00236 4.30364 5.83757
N 0.96437 4.66398 5.34932
O 0.35524 5.66708 5.59129
C 0.34019 3.75227 4.36734
C -1.00485 3.86606 4.22143
C -1.73575 2.98694 3.37754
C -3.13085 3.07798 3.22349
C -3.76737 2.18137 2.39671
C -3.01524 1.20279 1.74232
N -1.69437 1.07102 1.88144
C -1.04442 1.97155 2.67561
C 0.39791 1.89324 2.78471
N 1.04172 0.94977 2.04142
C 2.37577 0.96073 2.02100
C 3.14146 1.83530 2.78986
C 2.51242 2.72444 3.63278
C 1.10409 2.79471 3.62346
H -1.51976 4.63869 4.77854
H -3.67307 3.85064 3.74471
H -4.83659 2.21622 2.26386
H -3.51299 0.49114 1.08416
H 2.86546 0.24951 1.35800
H 4.21777 1.80564 2.72577
H 3.08630 3.36933 4.28494
C 2.06104 -2.76618 1.07172
C 0.89272 -3.69779 0.76982
O -0.28362 -2.85744 0.72455
C -1.53891 -3.56854 0.65654
C -2.62764 -2.53681 0.93671
H 2.95718 -3.35700 1.25596
H 1.85038 -2.18601 1.99366
H 2.27493 -2.11821 0.20932
H 0.77030 -4.44569 1.56482
H 1.02829 -4.20901 -0.19363
H -1.53810 -4.35862 1.41835
H -1.67132 -4.01975 -0.33782
H -2.45836 -2.07607 1.93005
H -3.59514 -3.03523 0.96913
H -2.67953 -1.79718 0.11830
O 0.04864 -1.35975 -2.45127
N -0.04187 -0.72687 -1.46763
O -1.14321 -0.37394 -0.98405
O 0.95118 -0.40223 -0.77747
*
```

---

C16H17F4N2 | ωB97M-V/def2-TZVPD

The HOMO-LUMO gap is 3.92 eV.

```
! wB97M-V def2-TZVPD RIJCOSX def2/J DEFGRID3
* xyz 1 1
F -3.25115 3.06734 -1.83850
C -2.99713 1.71437 -1.79041
C -4.08273 0.84538 -1.68381
C -3.78423 -0.51947 -1.61924
F -4.83681 -1.40410 -1.57506
C -2.49524 -1.00213 -1.64500
C -1.39475 -0.08340 -1.61201
C -0.12267 -0.62617 -1.26133
C 1.18356 -0.07104 -1.38637
C 2.27000 -0.98954 -1.53174
C 3.56275 -0.52322 -1.61273
F 4.59795 -1.41798 -1.73282
C 3.87349 0.84184 -1.62430
C 2.80671 1.72209 -1.48140
F 3.06403 3.07367 -1.53281
C 1.48704 1.32068 -1.33972
C -1.68309 1.28695 -1.86858
H -5.10621 1.21396 -1.73503
H -2.29842 -2.06888 -1.59957
H -0.14287 -1.65936 -0.88369
H 2.05428 -2.05583 -1.53820
H 4.88532 1.20137 -1.79060
H 0.71874 2.04043 -1.09985
H -0.88976 1.99352 -2.07032
C -1.65847 -0.43269 1.66757
N -0.68782 -0.22788 2.72712
N 0.67212 -0.47957 2.36673
C 1.51000 0.44436 3.13196
C 0.98141 -1.88572 2.62781
H -2.66461 -0.42926 2.10420
H -1.60463 0.39868 0.95498
H -1.49409 -1.38173 1.13991
H -0.74745 0.74103 3.06096
H 2.56226 0.35679 2.84099
H 1.14263 1.45918 2.91604
H 1.40006 0.29217 4.22378
H 1.98015 -2.13074 2.24301
H 0.95630 -2.11241 3.71501
H 0.23332 -2.51269 2.13304
*
```

---

C16H17I2IrN3O3 | ωB97M-V/def2-TZVPD

The HOMO-LUMO gap (alpha / beta) is 7.91 / 5.15 eV.

```
! wB97M-V def2-TZVPD RIJCOSX def2/J DEFGRID3
* xyz 1 5
Ir -0.70744 0.12032 -0.13068
I 4.65315 0.86620 5.59950
C 3.05603 0.49424 4.35879
C 1.89550 -0.08767 4.88615
C 0.84540 -0.34861 4.05012
I -0.88453 -1.21680 4.77709
C 0.91827 -0.03091 2.63154
O -0.05037 -0.31519 1.89052
C 2.12484 0.59844 2.12913
C 2.23027 1.07764 0.70552
N 1.75691 0.08916 -0.28378
C 2.19488 0.39544 -1.65058
C 1.11379 0.21793 -2.69794
C 1.43711 0.25041 -4.04496
C 0.42415 0.18507 -4.98364
C -0.89161 0.08815 -4.55234
C -1.13643 0.04062 -3.19806
N -0.14771 0.09591 -2.29045
C 3.15479 0.83290 2.99144
H 1.83303 -0.33053 5.93760
H 3.27172 1.35184 0.51808
H 1.63015 1.98377 0.58371
H 2.09042 -0.82981 -0.01611
H 3.06487 -0.20251 -1.92655
H 2.51131 1.43973 -1.68819
H 2.47438 0.33399 -4.34454
H 0.65616 0.21660 -6.04003
H -1.71577 0.05322 -5.25081
H -2.14254 -0.01984 -2.80545
H 4.06053 1.30024 2.62566
N -2.03328 -1.73970 0.17779
C -3.50336 -1.55061 0.10497
C -3.91544 -0.21143 0.69644
C -3.65465 0.89805 -0.30296
O -4.55934 1.45881 -0.86888
O -2.38408 1.21191 -0.51332
H -1.74865 -2.50741 -0.41964
H -1.77413 -1.99802 1.12670
H -4.00975 -2.36765 0.62078
H -3.79670 -1.59905 -0.94404
H -3.36218 -0.02917 1.62404
H -4.97968 -0.21567 0.91741
*
```

---

C16H17N | ωB97M-V/def2-TZVPD

Its SMILES is Cc1c[nH]c2ccccc12.Cc1ccccc1. The HOMO-LUMO gap is 8.97 eV.

```
! wB97M-V def2-TZVPD RIJCOSX def2/J DEFGRID3
* xyz 0 1
C -3.02033 -0.43757 0.04110
C -1.91165 -1.08481 0.81138
C -1.61727 -2.40561 0.95485
N -0.52855 -2.59829 1.82803
C -0.33359 -1.34321 2.44520
C 0.77028 -1.10191 3.28925
C 1.08271 0.21634 3.47287
C 0.24604 1.22858 2.90893
C -0.72039 0.98796 1.97065
C -1.00191 -0.40589 1.69465
H -3.10334 -0.40619 -1.03156
H -3.20158 0.45034 0.65344
H -3.99865 -0.82416 0.39646
H -2.09576 -3.26676 0.53387
H -0.44586 -3.48119 2.30369
H 1.44875 -1.79459 3.76137
H 1.94923 0.50056 4.06001
H 0.41076 2.25183 3.21627
H -1.15418 1.77514 1.38187
C 0.38905 1.29716 -4.31592
C 0.95497 0.95242 -2.94831
C 0.21789 0.00954 -2.21461
C 0.73758 -0.39831 -0.96992
C 1.81749 0.27915 -0.47175
C 2.59217 1.18161 -1.19951
C 2.13849 1.51205 -2.48534
H 1.18842 1.67334 -4.97205
H -0.43352 2.01836 -4.32944
H 0.03186 0.41000 -4.82856
H -0.80569 -0.33208 -2.31407
H 0.08883 -0.99636 -0.30979
H 2.20980 0.25005 0.56855
H 3.41142 1.71184 -0.75359
H 2.68652 2.17067 -3.14804
*
```

---

E for the records above, in order: -1694.284242; -1773.387075; -6810.925019; -1340.031634; -2174.740823; -1128.487984; -1709.303682; -674.593729 Ha